1.
Formula: C31H29N4O6Ti
Source: the Open Molecules 2025 dataset
Level of theory: the ωB97M-V functional and the def2-TZVPD basis

Output
Kohn-Sham gap (alpha / beta) (eV): 6.083 / 7.123
Max |F| (eV/A): 2.2
⟨S²⟩: 0.765
DFT total energy (eV): -73979.0267
Net charge: 0
Highest occupied orbital energy (alpha / beta) (eV): -6.743 / -7.861
Relative energy (zero: lowest compared OMol25 entry of this formula, charge and spin) (kcal per mole): 2.9
Spin multiplicity: 2

```
71
Properties=species:S:1:pos:R:3:forces:R:3:mulliken_spin:R:1
Ti -1.01020 0.86048 0.49788 0.3702 1.4296 1.5628 0.788
C -4.64630 1.78999 3.08324 0.0012 0.0076 0.0153 0.000
O -5.26203 0.88914 2.16274 -0.0032 0.0299 -0.0340 0.000
C -4.68740 -0.34307 2.04093 -0.0406 -0.0826 -0.0547 -0.007
C -5.49965 -1.45234 2.17962 0.0027 0.0326 0.0100 0.010
C -4.99500 -2.74183 2.02744 0.0042 -0.0146 -0.0059 -0.005
C -3.65606 -2.91206 1.75488 -0.0090 0.0179 0.0003 0.007
C -2.81048 -1.80576 1.59428 -0.0481 -0.0098 0.0223 0.028
C -1.40564 -2.05611 1.33564 0.1014 -0.0258 0.1156 0.021
N -0.53962 -1.13900 1.10460 -0.1133 -0.3335 -0.1107 -0.019
N 0.74800 -1.57717 0.82096 0.0030 -0.0329 -0.0093 0.003
C 1.42810 -0.57029 0.35777 -0.0690 0.0918 -0.0328 -0.008
O 0.94716 0.63523 0.26899 0.2822 -0.1967 -0.2390 -0.007
C 2.79805 -0.80387 -0.15818 -0.0009 -0.0442 -0.0023 0.000
C 3.59077 0.28025 -0.51696 -0.0026 -0.0040 -0.0228 -0.001
C 4.84790 0.07069 -1.06550 0.0012 -0.0012 -0.0077 0.001
C 5.31417 -1.22134 -1.26155 0.0024 0.0026 -0.0017 -0.001
C 4.52275 -2.30638 -0.90287 -0.0112 0.0047 0.0024 0.000
C 3.26834 -2.10036 -0.35400 0.0336 -0.0119 0.0157 0.000
C -3.32777 -0.49751 1.70241 0.1238 0.0208 0.1157 0.002
O -2.57365 0.57336 1.52380 -0.3685 -0.2170 -0.0205 0.031
H -5.37464 2.57818 3.25956 0.0048 0.0048 0.0047 0.000
H -4.43010 1.28064 4.02610 -0.0013 0.0029 0.0044 0.000
H -3.72623 2.20819 2.68030 -0.0117 -0.0017 0.0110 0.000
H -6.54303 -1.28373 2.41361 -0.0039 -0.0021 0.0015 0.001
H -5.64727 -3.59650 2.14201 -0.0013 -0.0041 0.0024 0.000
H -3.23642 -3.90732 1.66457 0.0061 -0.0025 0.0014 0.000
H -1.06317 -3.09083 1.33494 0.0095 0.0067 0.0466 -0.003
H 3.20921 1.28136 -0.36861 -0.0049 0.0034 0.0093 0.001
H 5.46376 0.91715 -1.34065 0.0036 0.0036 -0.0017 0.000
H 6.29430 -1.38427 -1.69155 0.0056 -0.0005 -0.0023 0.000
H 4.88529 -3.31506 -1.05593 0.0030 -0.0033 0.0006 0.000
H 2.63420 -2.93294 -0.08193 -0.0040 0.0020 0.0034 0.000
O -1.00852 2.68089 -0.37015 0.0860 0.2446 -0.2357 -0.016
N -0.43901 3.67462 0.22779 0.0146 0.0040 0.0915 0.004
N -0.15678 3.40636 1.43096 -0.0104 -0.0568 -0.0786 -0.001
O -0.45279 2.25633 1.96499 0.0854 0.0137 0.1764 0.003
C 0.51812 4.38760 2.23672 -0.0665 0.0089 0.0054 -0.001
C 0.91718 5.59576 1.68183 0.0086 0.0242 0.0223 -0.001
C 1.56381 6.51336 2.49159 -0.0052 -0.0067 -0.0067 0.000
C 1.80746 6.22646 3.82907 0.0008 0.0043 0.0012 0.000
C 1.40203 5.01247 4.36013 -0.0024 -0.0040 -0.0046 0.000
C 0.75192 4.07948 3.56469 0.0193 0.0178 0.0114 0.002
H 0.72357 5.80617 0.64108 -0.0025 -0.0046 -0.0003 0.000
H 1.88063 7.45882 2.07212 0.0029 0.0041 0.0025 0.000
H 2.31474 6.94969 4.45351 0.0020 0.0018 0.0029 0.000
H 1.59128 4.78306 5.40011 0.0013 0.0005 0.0048 0.000
H 0.42990 3.12492 3.95160 -0.0021 -0.0010 -0.0054 0.001
C 3.01705 -3.21104 -4.24775 0.0260 -0.0003 -0.0056 -0.002
C 1.76747 -2.59978 -3.68415 -0.0412 0.0071 0.0140 0.028
C 1.65659 -1.22768 -3.52199 0.0165 0.0069 -0.0276 -0.011
C 0.52408 -0.63520 -2.97987 -0.0076 0.0639 0.0293 0.051
C 0.47612 0.86568 -2.89251 -0.0055 0.0094 -0.0515 0.012
C -0.53823 -1.47002 -2.58106 0.1085 -0.1431 -0.0522 0.052
C -1.66778 -0.97271 -1.83374 -0.0037 0.4024 0.2420 0.059
O -1.59376 0.00400 -1.06008 -0.4567 -1.2330 -1.4955 -0.060
C -0.46942 -2.86663 -2.79410 -0.0691 0.0289 0.0295 0.026
C -1.59583 -3.78240 -2.38738 -0.0164 0.0062 0.0074 0.014
C 0.68340 -3.40316 -3.33080 0.0243 -0.0083 0.0065 -0.014
H 3.85158 -2.51324 -4.19740 -0.0014 0.0012 0.0035 0.000
H 2.87273 -3.49342 -5.29291 -0.0132 0.0017 -0.0036 0.003
H 3.29084 -4.11336 -3.70006 -0.0060 -0.0008 0.0051 0.001
H 2.48373 -0.59039 -3.81548 0.0023 -0.0024 -0.0026 0.001
H 1.04039 1.29219 -3.72187 0.0052 0.0018 0.0024 0.002
H 0.92396 1.21871 -1.96280 -0.0087 -0.0215 0.0011 0.003
H -0.53866 1.25668 -2.92782 0.0101 0.0077 -0.0075 0.000
H -2.63012 -1.48709 -1.87311 0.0175 -0.0410 -0.0783 0.006
H -1.81030 -3.70970 -1.31936 0.0116 -0.0086 0.0052 -0.005
H -1.33761 -4.81673 -2.60619 0.0022 0.0025 -0.0056 0.000
H -2.51915 -3.55018 -2.92224 0.0010 -0.0006 -0.0048 0.002
H 0.75202 -4.47741 -3.46191 0.0074 -0.0034 0.0016 0.000
```
Forces are in eV/Å.

2.
Formula: C25H43F3N2O11Si2
Source: the Open Molecules 2025 dataset
Level of theory: the ωB97M-V functional and the def2-TZVPD basis

Output
Kohn-Sham gap (eV): 8.266
Max |F| (eV/A): 1.6
DFT total energy (eV): -76038.2059
Net charge: 0
Highest occupied orbital energy (eV): -9.328

```
86
Properties=species:S:1:pos:R:3:forces:R:3:mulliken_charge:R:1
C 0.13279 2.66775 -4.18266 -0.0806 0.1393 0.0642 -1.393
C -0.42570 2.23820 -2.83211 0.2677 -0.0501 0.0505 -0.522
C 0.38616 1.05843 -2.27769 -0.0514 -0.1117 -0.0048 -0.130
C 0.53552 1.00897 -0.74126 0.0688 0.0711 -0.0535 -0.534
Si 0.19123 -0.64932 -0.05112 0.1793 0.0133 0.7006 -0.300
O -1.33548 -1.16806 -0.31136 -0.2080 0.3189 -0.0538 0.326
C -2.45156 -0.27147 -0.37890 -0.1670 -0.2441 -0.1179 -0.426
C -2.84292 0.35922 0.96005 -0.0482 0.1829 0.1102 0.681
O -2.83799 1.77087 0.85451 0.2963 0.0109 -0.1520 -0.488
C -2.93598 2.44436 2.10621 -0.1451 -0.1492 -0.1228 -0.557
C -1.59163 2.83011 2.69596 0.1707 0.0927 -1.5621 -0.774
O 0.44159 -0.61226 1.59790 0.0234 -0.4702 -0.5062 0.094
Si 0.19678 -1.82262 2.67913 -0.0453 0.1623 0.3668 0.221
O 1.09592 -3.16048 2.33803 0.0786 0.2344 -0.0892 -0.709
C 0.61368 -1.16429 4.36301 -0.0209 0.0930 0.0321 -0.890
C -0.54242 -0.37183 5.01838 0.1282 0.0586 0.2509 -0.593
C -0.16007 1.03226 5.52837 0.0566 0.1093 0.1342 -0.976
C -1.17403 2.14760 5.20451 -0.0808 -0.3735 1.4120 -0.238
C -1.97233 2.61767 6.41356 0.1730 -0.0010 0.2331 -0.934
N -1.18739 3.50428 7.28967 0.0487 -0.0361 -0.2040 -0.562
C -1.61836 -2.36341 2.69691 -0.1078 -0.0282 0.1149 -0.852
O -1.78736 -3.48621 1.81558 -0.3320 -0.3451 -0.3978 -0.363
C -2.96212 -4.13765 1.84764 0.0461 -0.0071 0.5447 0.906
F -4.01011 -3.32262 2.11885 0.2768 -0.2774 -0.2061 -0.282
F -3.17679 -4.73368 0.67488 0.0876 0.1483 0.3018 -0.248
F -2.97612 -5.10470 2.81178 -0.0263 0.4842 -0.4793 -0.290
N 1.27345 -1.84493 -0.74619 -0.0060 0.0936 -0.6349 0.556
C 0.81896 -2.58815 -1.89730 0.8405 0.2570 -0.7866 0.543
C -0.30331 -3.54190 -1.59568 -0.1829 -0.0112 -0.2543 -1.062
O 1.35369 -2.50368 -2.99066 -0.6667 -0.3169 1.2927 -0.568
C 2.64881 -1.37366 -0.83769 0.1192 0.8011 -1.3834 0.261
C 3.49492 -1.72687 0.34583 0.1458 0.2707 0.0332 -1.228
O 3.04953 -0.72509 -1.78666 -0.3741 -0.8953 1.3310 -0.427
H -0.42433 3.50315 -4.61002 -0.0426 -0.0538 -0.0367 0.487
H 1.17199 2.97669 -4.06644 0.0242 -0.0122 -0.0671 0.327
H 0.11394 1.83217 -4.88329 -0.0002 0.0183 -0.0798 0.276
H -1.47282 1.95214 -2.94496 -0.0977 0.0894 0.1204 0.277
H -0.38361 3.07478 -2.12981 -0.0500 0.0284 -0.0209 0.339
H -0.08243 0.13352 -2.63458 0.1383 -0.0071 -0.1457 0.093
H 1.38532 1.08077 -2.71544 -0.0568 -0.1328 -0.0117 0.253
H -0.11947 1.72759 -0.25470 -0.1670 0.1849 0.1371 0.412
H 1.55656 1.26612 -0.44608 -0.0201 0.1536 -0.0001 0.416
H -3.27847 -0.87365 -0.75632 0.0237 0.0165 -0.0033 0.493
H -2.27648 0.52888 -1.10101 0.1160 0.0439 0.0405 -0.080
H -2.15758 0.03317 1.75057 0.0429 0.2399 -0.2360 -0.738
H -3.85073 0.02839 1.23667 -0.0259 -0.0471 0.1110 0.377
H -3.47739 1.79459 2.80376 -0.1681 0.1136 0.1177 0.339
H -3.54606 3.33075 1.92767 0.0131 -0.0123 0.0063 0.387
H -1.71251 3.62438 3.43232 -0.1219 -0.0825 -0.2537 0.492
H -0.93769 3.19860 1.90939 -0.0258 0.1666 -0.2531 0.473
H -1.10611 1.98498 3.18596 0.1540 0.4417 -1.3270 -0.149
H 1.36445 -3.61275 3.13998 0.1546 -0.2637 -0.0103 0.310
H 1.49383 -0.52315 4.26258 0.0400 -0.0563 -0.0246 0.492
H 0.91567 -1.99743 5.00242 0.0372 0.0092 0.0643 0.403
H -0.90322 -0.95545 5.86774 -0.2335 -0.0040 -0.1427 0.468
H -1.38594 -0.26495 4.33182 -0.0946 -0.0291 -0.0762 0.225
H 0.82058 1.30359 5.13448 0.0013 -0.0155 -0.0603 0.369
H -0.05029 0.99536 6.61415 0.1819 0.0068 0.0078 0.564
H -0.65005 3.00640 4.77370 -0.0723 -0.2291 0.3994 0.493
H -1.87626 1.80111 4.44203 -0.0082 -0.1434 1.2263 -0.181
H -2.89278 3.10375 6.07913 -0.0358 0.0221 -0.0402 0.338
H -2.25501 1.73492 6.99442 -0.2113 -0.0073 -0.0051 0.318
H -0.42646 3.91457 6.76362 0.0691 0.0216 -0.0171 0.234
H -1.74791 4.28331 7.60522 -0.0632 -0.0433 0.1615 0.248
H -2.29786 -1.56582 2.39563 0.0410 -0.2971 0.1801 0.471
H -1.87737 -2.65055 3.72034 -0.0291 -0.0743 0.0593 0.869
H -0.08684 -4.47806 -2.10906 0.0061 0.0132 0.0104 0.492
H -1.22725 -3.13714 -2.01184 0.0164 -0.0566 0.0072 0.176
H -0.44540 -3.70852 -0.53291 0.0262 0.0089 0.0221 0.089
H 4.52633 -1.83597 0.01738 0.0030 -0.0177 0.0450 0.460
H 3.45308 -0.88042 1.03983 0.0127 -0.0367 0.0158 0.192
H 3.12795 -2.60006 0.86831 -0.0350 -0.1622 0.0065 0.260
C 3.48875 0.73482 -8.54004 0.0204 0.0015 -0.1326 -1.029
C 3.43949 1.35698 -7.35411 0.0164 0.0051 -0.0205 0.304
C 3.03112 0.64464 -6.08469 -0.1154 -0.3700 0.0213 1.085
O 3.03203 1.30900 -5.06602 0.0582 0.2235 0.0884 -0.626
C 2.66238 -0.75289 -6.15082 -0.0419 -0.0192 0.1514 -1.163
C 2.70974 -1.37359 -7.33827 0.0106 0.0389 0.0247 0.335
C 3.13553 -0.66730 -8.60602 0.0387 0.1840 0.0454 0.955
O 3.15188 -1.33809 -9.62188 -0.0060 -0.0594 -0.1007 -0.643
O 2.39862 -2.64560 -7.52695 -0.0490 -0.0871 0.1577 -0.582
O 3.73642 2.63218 -7.16688 0.0561 0.0849 -0.1776 -0.604
H 3.78104 1.23447 -9.45249 0.0081 0.0187 0.0086 0.429
H 2.36307 -1.24924 -5.23641 -0.0001 -0.0306 0.0299 0.779
H 2.53181 -2.81926 -8.47804 0.0284 0.0347 -0.1049 0.370
H 3.61534 2.79731 -6.21151 -0.0312 -0.0442 0.1176 0.384
```
Forces are in eV/Å.